ORCA calculation (the ωB97M-V functional and the def2-TZVPD basis) on a cluster of 3 separate species, C34H61BClF6N2O8 in total in a non-equilibrium geometry.

As for the total charge: +1. For the HOMO energy, the calculation gives -11.6226 eV. The energy comes out at -85103.5586 eV. As for the orbital gap: 7.67 eV. As for the multiplicity: 1. Its LUMO energy is -3.948 eV.

Bonds (Å) are listed after each position.
Element x y z (Å)
1 C 5.5664 2.0276 -0.5282  C2 1.306, H35 1.076, H36 1.079
2 C 5.5263 1.1792 0.4638  C1 1.306, C3 1.523, H37 1.082
3 C 4.3036 0.4578 1.0160  C2 1.523, C4 1.552, N11 1.535, C18 1.531
4 C 4.4486 -0.9940 0.4880  C3 1.552, O5 1.403, H38 1.091, H39 1.095
5 O 3.6949 -1.2684 -0.6625  C4 1.403, C6 1.428
6 C 4.4261 -1.9852 -1.6574  O5 1.428, C7 1.544, H40 1.087, H41 1.092
7 C 5.1980 -1.0846 -2.6451  C6 1.544, O8 1.408, H42 1.091, H43 1.090
8 O 4.6953 -1.1884 -3.9567  C7 1.408, C9 1.412
9 C 3.9329 -0.0815 -4.3879  O8 1.412, C10 1.525, H44 1.090, H45 1.094
10 C 3.7829 -0.0979 -5.9051  C9 1.525, H46 1.085, H47 1.088, H48 1.084
11 N 4.5715 0.4971 2.5271  C3 1.535, Cl12 1.695, C13 1.255
12 Cl 5.3734 -0.6638 3.4662  N11 1.695
13 C 4.1296 1.5669 3.0111  N11 1.255, C14 1.553, H49 1.078
14 C 3.4152 2.3983 1.9116  C13 1.553, O15 1.403, C18 1.575, H50 1.084
15 O 2.3873 3.0817 2.5776  C14 1.403, C16 1.442
16 C 2.6764 4.4778 2.7919  O15 1.442, C17 1.534, H51 1.081, H52 1.091
17 C 2.4399 5.3784 1.5725  C16 1.534, H53 1.086, H54 1.081, H55 1.087
18 C 2.9508 1.1751 1.0340  C3 1.531, C14 1.575, C19 1.544, B32 1.607
19 C 1.7528 0.4841 1.7214  C18 1.544, C20 1.532, H56 1.085, H57 1.093
20 C 1.3475 -0.8652 1.1198  C19 1.532, C21 1.543, H58 1.085, H59 1.089
21 C -0.0170 -1.2776 1.7107  C20 1.543, C22 1.534, H60 1.090, H61 1.088
22 C -1.1123 -1.0046 0.6716  C21 1.534, C23 1.527, H62 1.096, H63 1.089
23 C -2.5280 -1.3421 1.1325  C22 1.527, C24 1.546, H64 1.087, H65 1.088
24 C -3.4757 -1.3017 -0.0885  C23 1.546, C25 1.550, H66 1.087, H67 1.087
25 C -4.7402 -2.1306 0.2536  C24 1.550, C26 1.533, H68 1.091, H69 1.088
26 C -6.0682 -1.4902 -0.1656  C25 1.533, C27 1.542, H70 1.088, H71 1.090
27 C -6.3211 -0.0943 0.4382  C26 1.542, C28 1.531, H72 1.090, H73 1.088
28 C -7.2108 0.7104 -0.5126  C27 1.531, C29 1.545, H74 1.086, H75 1.087
29 C -7.5485 2.1162 0.0324  C28 1.545, C30 1.536, H76 1.089, H77 1.090
30 C -8.9896 2.5218 -0.3132  C29 1.536, C31 1.553, H78 1.084, H79 1.087
31 C -9.1491 4.0561 -0.4947  C30 1.553, H80 1.085, H81 1.083, H82 1.086
32 B 2.3189 1.7385 -0.3323  C18 1.607, N33 1.421, O34 1.384
33 N 1.2195 2.6391 -0.3606  B32 1.421, H83 1.012, H84 1.013
34 O 2.8522 1.3962 -1.5622  B32 1.384, H85 0.969
35 H 4.7451 2.6624 -0.8130  C1 1.076
36 H 6.4913 2.1395 -1.0733  C1 1.079
37 H 6.4641 0.9168 0.9354  C2 1.082
38 H 5.5025 -1.1671 0.2665  C4 1.091
39 H 4.1763 -1.7169 1.2640  C4 1.095
40 H 3.6827 -2.4957 -2.2643  C6 1.087
41 H 5.0542 -2.7664 -1.2255  C6 1.092
42 H 5.0548 -0.0637 -2.2878  C7 1.091
43 H 6.2602 -1.3242 -2.6016  C7 1.090
44 H 4.3587 0.8817 -4.1075  C9 1.090
45 H 2.9211 -0.2058 -3.9896  C9 1.094
46 H 2.9731 -0.7647 -6.1822  C10 1.085
47 H 3.4626 0.8973 -6.2046  C10 1.088
48 H 4.7162 -0.3351 -6.4028  C10 1.084
49 H 4.1657 1.8736 4.0442  C13 1.078
50 H 4.0518 3.1190 1.4106  C14 1.084
51 H 2.0349 4.7914 3.6031  C16 1.081
52 H 3.7277 4.5597 3.0722  C16 1.091
53 H 2.0119 6.3133 1.9207  C17 1.086
54 H 1.7848 4.9454 0.8300  C17 1.081
55 H 3.3852 5.6516 1.1111  C17 1.087
56 H 0.8873 1.1340 1.6426  C19 1.085
57 H 1.9005 0.3288 2.7934  C19 1.093
58 H 1.3318 -0.8840 0.0353  C20 1.085
59 H 2.0619 -1.6127 1.4607  C20 1.089
60 H -0.2015 -0.7494 2.6460  C21 1.090
61 H -0.0341 -2.3368 1.9585  C21 1.088
62 H -1.0508 0.0578 0.4103  C22 1.096
63 H -0.8386 -1.5436 -0.2337  C22 1.089
64 H -2.8310 -0.6205 1.8863  C23 1.087
65 H -2.5465 -2.3651 1.5030  C23 1.088
66 H -2.9973 -1.7504 -0.9551  C24 1.087
67 H -3.6830 -0.2536 -0.2876  C24 1.087
68 H -4.6481 -3.0882 -0.2602  C25 1.091
69 H -4.7681 -2.3460 1.3199  C25 1.088
70 H -6.1795 -1.4648 -1.2472  C26 1.088
71 H -6.8650 -2.1355 0.2053  C26 1.090
72 H -5.4029 0.4603 0.6291  C27 1.090
73 H -6.8272 -0.2323 1.3917  C27 1.088
74 H -6.6482 0.8343 -1.4332  C28 1.086
75 H -8.1082 0.1355 -0.7256  C28 1.087
76 H -7.3476 2.1472 1.1026  C29 1.089
77 H -6.8647 2.8139 -0.4516  C29 1.090
78 H -9.2442 2.0088 -1.2336  C30 1.084
79 H -9.6656 2.2209 0.4833  C30 1.087
80 H -8.1714 4.5272 -0.5080  C31 1.085
81 H -9.7746 4.4601 0.2924  C31 1.083
82 H -9.6159 4.2645 -1.4525  C31 1.086
83 H 1.3793 3.4165 -0.9884  N33 1.012
84 H 0.9151 2.9410 0.5576  N33 1.013
85 H 2.1898 0.9329 -2.0965  O34 0.969
86 C -6.0312 0.6634 -7.7708  C87 1.514, H95 1.091, H96 1.089, H97 1.090
87 C -6.4426 -0.1054 -6.5335  C86 1.514, O88 1.442, H98 1.088, H99 1.089
88 O -5.4281 -0.0237 -5.5121  C87 1.442, C89 1.328
89 C -5.4439 1.0685 -4.7575  O88 1.328, O90 1.197, C91 1.536
90 O -6.2108 1.9829 -4.8456  C89 1.197
91 C -4.3399 0.9766 -3.6929  C89 1.536, F92 1.346, F93 1.347, F94 1.338
92 F -3.1772 0.5359 -4.2095  C91 1.346
93 F -4.6994 0.1242 -2.7136  C91 1.347
94 F -4.1020 2.1670 -3.1308  C91 1.338
95 H -5.0602 0.3188 -8.1281  C86 1.091
96 H -6.7665 0.5286 -8.5629  C86 1.089
97 H -5.9417 1.7288 -7.5591  C86 1.090
98 H -6.5471 -1.1631 -6.7659  C87 1.088
99 H -7.3993 0.2413 -6.1454  C87 1.089
100 C 6.0061 -3.0438 5.4260  C101 1.516, H109 1.092, H110 1.092, H111 1.090
101 C 5.2364 -3.6482 6.5832  C100 1.516, O102 1.433, H112 1.089, H113 1.089
102 O 4.8921 -5.0118 6.3075  C101 1.433, C103 1.336
103 C 5.8475 -5.9144 6.5473  O102 1.336, O104 1.195, C105 1.537
104 O 6.9446 -5.6787 6.9592  C103 1.195
105 C 5.3152 -7.3261 6.2537  C103 1.537, F106 1.346, F107 1.344, F108 1.333
106 F 4.6255 -7.3569 5.0986  C105 1.346
107 F 4.4921 -7.7251 7.2388  C105 1.344
108 F 6.3154 -8.2029 6.1626  C105 1.333
109 H 5.4410 -3.1543 4.4981  C100 1.092
110 H 6.1964 -1.9846 5.6105  C100 1.092
111 H 6.9625 -3.5461 5.2842  C100 1.090
112 H 4.2939 -3.1222 6.7251  C101 1.089
113 H 5.7954 -3.5736 7.5148  C101 1.089